1.
Entry from OMol25: 2 unconnected molecules or ions with the total composition C6H9N2O3S in a non-equilibrium geometry (wB97M-V/def2-TZVPD).

XYZ file:
```
21
Properties=species:S:1:pos:R:3:lowdin_charge:R:1
C -1.9812 -2.3162 -0.2626 -0.162
C -0.9605 -1.4571 -0.5892 -0.089
C -2.1458 -0.6342 1.0314 -0.183
C 0.2981 1.4924 1.2453 -0.050
C 0.0427 1.0662 -1.3078 -0.079
C -0.3885 0.7642 0.0680 -0.286
N -2.7549 -1.7489 0.7156 0.020
N -1.0786 -0.3905 0.2122 -0.061
O 3.4631 1.1506 -0.7682 -0.468
O 2.0291 -0.9374 -0.6155 -0.440
O 3.7475 -0.4856 1.1740 -0.437
S 2.8869 0.0386 0.1061 0.535
H -2.2885 -3.2551 -0.7774 0.097
H -0.2591 -1.4785 -1.3827 0.100
H -2.6220 0.1168 1.7374 0.138
H 1.0007 2.1557 0.8239 0.044
H -0.4548 1.9166 1.9452 0.074
H 0.8896 0.7255 1.7436 0.058
H -0.7752 1.1208 -1.9884 0.070
H 0.7780 1.9136 -1.4741 0.110
H 0.5734 0.2426 -1.6368 0.009
```

Calculated values
Energy in Eh: -967.41247
Total charge: -1
Maximum force in Eh/bohr: 0.0741
Lowest unoccupied orbital energy (spin up / spin down) in eV: 3.543 / 3.468
Orbital gap (spin up / spin down) in eV: 7.09 / 7.36
E_HOMO (spin up / spin down) in eV: -3.55 / -3.89


2.
Entry from OMol25: 2 unconnected molecules or ions with the total composition C5H7N2O in a non-equilibrium geometry (wB97M-V/def2-TZVPD).

XYZ file:
```
15
Properties=species:S:1:pos:R:3:lowdin_charge:R:1
C -1.3681 -2.4133 2.4079 -0.149
C -0.9903 -2.9293 3.5510 -0.165
C 0.0168 -0.0008 -1.0861 -0.017
C -1.2080 -0.2351 -1.3282 0.161
C 1.5576 1.1171 0.3468 0.004
N 1.1988 0.2588 -0.7645 0.066
N -2.1874 -2.1447 1.5220 0.103
O -0.2548 -3.1846 4.4171 0.185
H -1.7455 -1.0338 -0.8191 0.087
H -1.7857 0.3329 -2.0387 0.112
H 0.7313 1.1758 1.0533 0.112
H 1.7938 2.1214 -0.0051 0.111
H 2.4416 0.7147 0.8397 0.110
H 1.9747 -0.1340 -1.3013 0.196
H -3.1559 -2.4663 1.6120 0.085
```

Calculated values
Energy in Eh: -379.05163
Total charge: +1
Maximum force in Eh/bohr: 0.0318
Lowest unoccupied orbital energy in eV: -4.305
Orbital gap in eV: 7.29
E_HOMO in eV: -11.60


3.
Entry from OMol25: 2 unconnected molecules or ions with the total composition C2HF2NO in a non-equilibrium geometry (wB97M-V/def2-TZVPD).

XYZ file:
```
7
Properties=species:S:1:pos:R:3:lowdin_charge:R:1
O -1.1497 -0.0740 1.6017 0.220
C -1.5336 -0.4863 0.5823 -0.571
F -0.8642 -1.3527 -0.2285 0.109
F -2.6950 -0.4172 0.0276 0.205
C 2.1841 0.8764 -0.6324 -0.071
N 1.1592 1.3426 -0.8814 0.061
H 2.8993 0.1112 -0.4693 0.047
```

Calculated values
SMILES string: O=C(F)F.C#N
Energy in Eh: -406.51473
Maximum force in Eh/bohr: 0.0519
Lowest unoccupied orbital energy in eV: 0.828
Orbital gap in eV: 13.68
E_HOMO in eV: -12.85


4.
Entry from OMol25: 9 unconnected molecules or ions with the total composition C30H60Cl4O19 in a non-equilibrium geometry (wB97M-V/def2-TZVPD).

XYZ file:
```
113
Properties=species:S:1:pos:R:3:lowdin_charge:R:1
C -0.8165 -2.5018 -2.2642 -0.037
C -1.3920 -1.6623 -3.3804 -0.219
O -1.4938 -2.4619 -4.5699 0.058
C -1.6200 -1.7582 -5.6886 -0.599
O -1.6492 -0.5569 -5.7641 0.109
O -1.7336 -2.6008 -6.7120 0.016
C -2.0425 -1.9891 -7.9476 -0.051
H 0.0887 -3.0407 -2.5242 0.078
H -1.5633 -3.2083 -1.8946 0.076
H -0.5910 -1.8334 -1.4271 0.066
H -0.8059 -0.7557 -3.5322 0.119
H -2.4040 -1.3422 -3.1257 0.083
H -1.2375 -1.3435 -8.2988 0.099
H -2.9666 -1.4117 -7.8878 0.101
H -2.1892 -2.7808 -8.6783 0.094
C -0.8885 -2.1448 1.9044 -0.057
C -2.1958 -2.8001 2.2772 -0.200
O -2.7097 -3.6294 1.2406 0.049
C -3.4872 -3.0696 0.3196 -0.624
O -3.7028 -1.8976 0.1530 0.115
O -4.0040 -4.0442 -0.4243 0.004
C -4.7673 -3.5871 -1.5461 -0.028
H -0.0268 -2.8128 1.9108 0.068
H -0.6358 -1.3348 2.5952 0.081
H -0.9502 -1.6808 0.9166 0.053
H -2.9332 -2.0625 2.5988 0.128
H -2.0428 -3.4409 3.1467 0.126
H -5.7082 -3.1599 -1.2019 0.100
H -4.9603 -4.4717 -2.1440 0.097
H -4.2160 -2.8498 -2.1244 0.082
C 5.1231 -7.1132 0.7277 -0.060
C 5.6667 -5.8824 0.0491 -0.205
O 4.9595 -4.7147 0.5214 0.028
C 4.0447 -4.2132 -0.2980 -0.608
O 3.7884 -4.6111 -1.4014 0.130
O 3.4516 -3.1953 0.3268 -0.011
C 2.6086 -2.3460 -0.4327 -0.036
H 4.0452 -7.1890 0.5979 0.083
H 5.3356 -7.0601 1.7972 0.079
H 5.6180 -8.0108 0.3563 0.081
H 5.6274 -5.9099 -1.0371 0.118
H 6.7032 -5.7011 0.3367 0.124
H 1.9417 -1.8474 0.2666 0.080
H 2.0056 -2.8781 -1.1639 0.077
H 3.1981 -1.5898 -0.9525 0.104
C -1.4296 1.2805 0.3962 -0.052
C -0.3396 2.3123 0.6120 -0.199
O 0.6484 1.8963 1.5637 0.037
C 1.7341 1.2631 1.1263 -0.601
O 2.0051 1.0138 -0.0137 0.133
O 2.4556 0.9524 2.2085 0.003
C 3.8032 0.5773 2.0463 -0.056
H -2.2658 1.8346 -0.0235 0.030
H -1.7217 0.8828 1.3665 0.091
H -1.1345 0.4954 -0.2971 0.064
H -0.8066 3.1508 1.1410 0.111
H 0.0911 2.7480 -0.2873 0.116
H 3.9671 -0.3182 1.4489 0.085
H 4.1667 0.4010 3.0575 0.097
H 4.4418 1.3768 1.6650 0.055
C -1.8284 5.8204 2.7289 -0.064
C -2.9800 4.8845 2.9532 -0.204
O -3.3783 4.3825 1.6552 0.023
C -4.0917 3.2604 1.6623 -0.624
O -4.4113 2.6277 2.6305 0.133
O -4.3220 2.9218 0.3920 -0.044
C -5.1510 1.7755 0.1837 -0.060
H -1.6282 6.3706 3.6506 0.084
H -2.0958 6.5952 2.0063 0.084
H -0.9475 5.2815 2.3918 0.063
H -3.8351 5.3712 3.4210 0.130
H -2.6887 4.0298 3.5631 0.124
H -4.5450 0.8703 0.2574 0.078
H -5.5329 1.8394 -0.8312 0.071
H -5.9881 1.7343 0.8747 0.099
C 1.0905 5.7164 -0.2083 -0.060
C 0.4327 5.8573 -1.5458 -0.224
O -0.9099 5.3662 -1.4357 -0.023
C -1.7398 5.7241 -2.4333 -0.547
C -3.1593 5.3196 -2.1517 0.029
O -1.3736 6.3473 -3.3982 0.100
H 2.0681 6.2007 -0.1966 0.084
H 1.1645 4.6939 0.1607 0.061
H 0.5168 6.2531 0.5577 0.074
H 0.3995 6.9054 -1.8501 0.124
H 0.9383 5.3188 -2.3493 0.129
H -3.1855 4.3853 -1.5910 0.066
H -3.6754 5.2374 -3.1031 0.080
H -3.6064 6.0815 -1.5137 0.098
C 3.5383 -2.8359 3.6888 -0.061
C 2.3318 -3.6795 4.0146 -0.207
O 1.2627 -2.8963 4.5599 -0.023
C 1.4141 -2.3908 5.7921 -0.553
C 0.2653 -1.5148 6.1864 0.027
O 2.3557 -2.6216 6.4980 0.107
H 3.9625 -2.3202 4.5500 0.077
H 3.2150 -2.0697 2.9811 0.060
H 4.3538 -3.4194 3.2629 0.082
H 1.9324 -4.0613 3.0772 0.113
H 2.5807 -4.5091 4.6766 0.126
H -0.4334 -1.3465 5.3704 0.073
H 0.6676 -0.5408 6.4694 0.094
H -0.2418 -1.9357 7.0507 0.091
Cl -3.6960 2.5934 -5.0996 0.541
C -2.5144 2.0259 -3.9292 -0.989
Cl -3.3033 1.2382 -2.5562 0.615
H -1.8876 1.2928 -4.4273 -0.007
H -1.9045 2.8479 -3.5729 0.022
Cl 6.3083 2.8452 0.0195 0.515
C 7.2901 2.6311 -1.4378 -1.054
Cl 8.5085 3.8672 -1.6289 0.527
H 7.7563 1.6531 -1.3725 0.025
H 6.6135 2.6032 -2.2854 0.027
```

Calculated values
SMILES string: CCOC(=O)OC.CCOC(=O)OC.CCOC(=O)OC.CCOC(=O)OC.CCOC(=O)OC.CCOC(C)=O.CCOC(C)=O.ClCCl.ClCCl
Energy in Eh: -4449.50675
Maximum force in Eh/bohr: 0.0234
Lowest unoccupied orbital energy in eV: 0.467
Orbital gap in eV: 10.80
E_HOMO in eV: -10.33